ORCA calculation (the ωB97M-V functional and the def2-TZVPD basis) on a structure of composition C5H10ClN.

Properties
strongest force on any atom: 5.87 eV/Å
energy relative to the best compared isomer or geometry (same formula, charge and spin): 3.023 eV
E_tot: -711.34440 Eh
E_LUMO: 0.0382 Ha

The geometry in ORCA input format:
```
! RIJCOSX wB97M-V def2-TZVPD def2/J DEFGRID3
* xyz 0 1
C -0.74 1.07 -0.70
C 0.52 0.48 -0.07
C -1.58 -0.10 -0.58
C 1.09 1.18 1.11
C 0.48 -2.01 0.00
N -0.18 -0.74 0.45
Cl -2.97 0.03 0.36
H -1.12 1.97 -0.26
H -0.61 1.50 -1.74
H 1.22 0.12 -0.83
H -1.77 -0.76 -1.42
H 2.12 0.86 1.35
H 0.48 0.94 1.87
H 1.23 2.33 0.96
H -0.25 -2.77 -0.49
H 1.12 -1.80 -0.94
H 0.97 -2.30 0.92
*
```